Computed, not measured: a 2-piece molecular cluster, C3H10NOS overall, with ωB97M-V/def2-TZVPD.

Results
F_max   2.524 eV/Å
E_LUMO   4.0 eV
Kohn-Sham gap   6.663 eV
HOMO level   -2.673 eV
Total charge   -1
Energy relative to the best compared isomer or geometry (same formula, charge and spin)   103.98 kJ/mol

Last column: natural (NBO) charge in e.
Cartesian coordinates (Å):
1 S 0.5079 -1.7422 -0.1567  -0.72
2 O -0.6444 1.0347 -1.4946  -0.78
3 N 0.0896 3.4539 -1.1445  -0.86
4 C 0.3277 -1.8805 1.6628  -0.51
5 C -1.0014 -1.3965 2.2106  -0.61
6 C 0.3178 1.9727 -1.1274  0.10
7 H -1.7527 -2.1368 1.9016  0.19
8 H 1.1741 1.8555 -1.8048  0.12
9 H -0.2209 3.6650 -0.2091  0.35
10 H -0.6067 3.6582 -1.8554  0.35
11 H 0.5703 -2.8690 2.0795  0.17
12 H -0.9604 -1.4087 3.3176  0.17
13 H -0.2478 0.1826 -1.2402  0.52
14 H 1.1337 -1.3060 2.1366  0.16
15 H -1.4654 -0.4435 1.9463  0.20
16 H 0.6970 1.8317 -0.1113  0.14